{
  "formula": "C41H41InN4O5PTe",
  "method": "ωB97M-V with the def2-TZVPD basis set",
  "elements": ["In", "C", "O", "C", "C", "C", "C", "C", "C", "O", "C", "O", "C", "H", "H", "H", "H", "H", "H", "H", "H", "H", "O", "C", "C", "C", "C", "C", "C", "C", "C", "N", "H", "H", "H", "H", "H", "H", "H", "H", "H", "H", "H", "O", "P", "C", "C", "C", "C", "C", "C", "C", "C", "C", "C", "C", "C", "C", "C", "C", "C", "C", "C", "H", "H", "H", "H", "H", "H", "H", "H", "H", "H", "H", "H", "H", "H", "H", "C", "Te", "C", "H", "H", "H", "H", "H", "H", "N", "C", "C", "C", "N", "C", "N"],
  "xyz": [[11.2663, 0.3855, 20.5540], [8.3099, -1.6851, 26.7422], [9.7035, -1.3664, 26.8508], [10.4366, -0.9998, 25.7726], [11.8221, -1.1224, 26.0612], [12.7507, -1.0296, 25.0638], [12.2657, -0.7923, 23.7038], [13.1822, -1.0214, 22.5957], [14.5433, -1.6076, 22.8269], [12.8477, -0.7690, 21.3561], [10.8864, -0.1788, 23.5631], [10.4905, 0.5805, 22.5406], [9.9841, -0.3879, 24.6009], [8.0626, -2.1004, 27.7177], [8.1023, -2.5009, 26.0258], [7.6407, -0.8361, 26.5385], [12.0219, -1.2561, 27.1178], [13.8302, -1.0784, 25.2554], [15.2625, -0.7662, 23.0165], [14.9088, -2.0547, 21.8583], [14.6459, -2.3173, 23.6434], [8.9509, -0.0562, 24.4400], [10.0995, -1.6801, 20.8727], [9.4998, -2.3846, 19.7326], [10.5375, -3.2578, 19.0629], [11.8457, -2.5671, 18.6023], [11.5900, -1.5713, 17.5307], [11.7274, -1.8658, 16.1520], [11.3656, -0.8675, 15.2346], [10.9391, 0.3644, 15.7628], [10.7093, 0.5357, 17.1140], [11.1135, -0.4120, 18.0111], [9.3200, -1.4348, 21.4458], [9.1225, -1.6410, 19.0012], [8.7228, -3.0073, 20.1175], [10.0697, -3.7887, 18.2209], [10.7159, -4.0786, 19.7837], [12.5076, -3.3508, 18.2043], [12.3459, -2.0468, 19.4183], [12.1046, -2.8618, 15.8665], [11.6632, -0.9511, 14.1756], [10.7457, 1.1329, 14.9620], [10.4745, 1.5511, 17.4673], [9.0314, 0.9589, 20.2394], [7.8759, 1.8780, 20.0505], [8.1916, 3.2339, 18.9593], [7.4373, 3.4533, 17.7823], [7.7198, 4.5977, 17.0022], [8.6505, 5.5232, 17.4141], [9.4438, 5.2719, 18.5382], [9.1612, 4.1854, 19.3382], [6.4236, 0.9438, 19.6652], [5.1674, 1.6047, 19.4537], [4.0240, 0.8755, 19.1674], [4.0916, -0.5241, 19.0606], [5.2387, -1.2017, 19.3705], [6.4291, -0.4575, 19.5697], [7.3415, 2.7282, 21.5213], [6.6901, 3.9848, 21.4501], [6.0737, 4.5265, 22.5824], [6.0637, 3.8131, 23.7683], [6.7360, 2.5852, 23.8835], [7.3363, 2.0312, 22.7386], [6.7611, 2.6821, 17.3783], [7.2559, 4.7277, 16.0484], [8.8293, 6.4094, 16.8605], [10.3020, 5.8990, 18.8463], [9.7853, 4.0235, 20.1950], [5.1678, 2.7122, 19.5813], [3.0739, 1.3863, 19.0356], [3.1836, -1.0640, 18.8674], [5.3177, -2.2707, 19.3992], [7.3934, -0.9640, 19.7093], [6.7405, 4.6093, 20.5444], [5.6121, 5.4932, 22.5494], [5.6740, 4.2702, 24.6752], [6.7564, 2.0698, 24.8371], [7.8764, 1.1008, 22.9135], [12.7104, 3.3581, 17.8962], [13.0788, 2.5382, 19.8579], [14.3360, 0.9684, 19.0145], [13.2796, 4.3381, 17.6700], [11.6145, 3.5597, 17.9145], [12.7919, 2.6134, 17.0853], [13.8586, 0.3496, 18.2703], [14.6969, 0.3627, 19.8518], [15.1189, 1.5089, 18.5356], [11.5717, 4.4421, 21.8594], [11.3478, 5.2073, 22.7093], [10.9939, 5.8317, 23.9361], [11.3951, 5.2335, 25.1256], [11.7499, 4.7504, 26.1218], [10.0454, 6.8477, 24.0593], [9.1389, 7.5674, 24.2799]],
  "gap_ev": 4.7,
  "charge": 1,
  "relative_energy_ev": 2.002,
  "total_energy_ha": -2981.4061
}